1.
A single C4H10N4 molecule at a distorted geometry, computed with ωB97M-V/def2-TZVPD.

Structure (XYZ):
```
18
Properties=species:S:1:pos:R:3:lowdin_charge:R:1
C -0.29 1.51 2.63 -0.079
C 0.26 0.44 1.71 -0.290
C -0.22 -0.98 1.74 -0.130
C 0.05 -0.22 -1.57 -0.235
H -1.32 1.28 2.96 0.066
H -0.37 2.54 2.30 0.059
H 0.22 1.43 3.63 0.092
H 1.31 0.68 1.37 0.139
H -1.14 -1.05 2.31 0.102
H 0.44 -1.83 1.83 0.100
H -0.98 0.01 -1.70 0.115
H 1.59 -1.10 -2.48 0.147
H -0.83 -0.92 -3.81 0.083
H 0.40 0.11 -4.50 0.079
N -0.47 -0.22 0.57 -0.127
N 0.40 -0.56 -0.42 -0.003
N 0.80 -0.45 -2.67 -0.105
N 0.15 -0.66 -3.89 -0.012
```

The calculation puts the orbital gap at 9.24 eV. As for the total charge: 0.


2.
A single C4H10N4O molecule at a distorted geometry, computed with ωB97M-V/def2-TZVPD.

Structure (XYZ):
```
19
Properties=species:S:1:pos:R:3:lowdin_charge:R:1
C -1.87 0.65 1.00 -0.055
N -0.33 -1.53 -0.51 -0.028
N -0.58 0.70 0.32 -0.199
C 0.11 -0.55 0.33 -0.448
N -1.24 -1.23 -1.44 -0.036
C 2.09 0.24 -1.22 -0.110
C 1.24 -0.78 1.21 0.042
O 0.18 1.77 0.90 -0.043
N 2.06 -0.63 -0.32 0.023
H 0.48 2.30 0.15 0.098
H -1.48 -0.25 -1.60 0.076
H -1.25 -1.88 -2.22 0.084
H -2.40 -0.23 0.63 0.080
H -1.73 0.61 2.09 0.091
H -2.44 1.54 0.74 0.086
H 1.21 0.70 -1.68 0.066
H 3.05 0.40 -1.73 0.065
H 1.44 -1.83 1.42 0.104
H 1.46 0.00 1.93 0.105
```

The calculation puts the orbital gap at 7.20 eV. As for the total charge: 0.


3.
A single C4H10N4O molecule at a distorted geometry, computed with ωB97M-V/def2-TZVPD.

Structure (XYZ):
```
19
Properties=species:S:1:pos:R:3:lowdin_charge:R:1
C -0.02 -0.37 0.94 -0.301
C -1.20 -0.54 0.01 -0.280
C -1.77 0.54 -0.85 -0.090
C 0.80 0.91 0.65 -0.410
H 1.34 -1.57 0.05 0.062
H 1.37 -1.60 1.74 0.080
H -0.43 -0.32 1.94 0.135
H -1.96 -1.21 0.43 0.144
H -2.82 0.46 -1.11 0.108
H -1.29 1.51 -0.87 0.099
H -1.67 -1.20 -1.86 0.082
H 0.56 1.59 2.31 0.042
H 2.21 1.65 -0.59 0.155
H 0.93 -0.30 -1.80 0.041
N 0.79 -1.58 0.91 0.057
N -1.01 -0.61 -1.43 0.025
N 1.00 1.91 1.43 0.113
N 1.44 0.95 -0.58 -0.010
O 1.74 -0.22 -1.32 -0.052
```

The calculation puts the orbital gap at 9.75 eV. As for the total charge: 0.


4.
A single C4H10N4O2 molecule at a distorted geometry, computed with ωB97M-V/def2-TZVPD.

Structure (XYZ):
```
20
Properties=species:S:1:pos:R:3:lowdin_charge:R:1
C 0.77 0.26 0.52 -0.279
C -0.27 -0.68 -1.56 -0.061
N -0.42 -0.23 -0.18 -0.076
C 1.57 1.38 -0.24 -0.434
C -1.65 -0.28 0.39 -0.575
N 1.73 -0.76 0.99 0.075
N -1.68 -0.36 1.74 0.122
O 1.08 1.79 -1.43 0.103
N -2.75 -0.31 -0.30 0.112
O 2.61 1.87 0.17 0.076
H 1.71 2.48 -1.72 0.142
H 0.44 0.81 1.41 0.149
H 1.98 -1.33 0.19 0.074
H 2.58 -0.27 1.26 0.079
H -0.90 -0.91 2.10 0.098
H -2.55 -0.69 2.12 0.100
H -3.55 -0.33 0.34 0.034
H 0.78 -0.75 -1.87 0.087
H -0.79 0.00 -2.25 0.086
H -0.70 -1.68 -1.68 0.091
```

The calculation puts the orbital gap at 9.42 eV. As for the total charge: 0.


5.
A gas-phase ion, C4H10NO (charge -1), computed with ωB97M-V/def2-TZVPD.

Structure (XYZ):
```
16
Properties=species:S:1:pos:R:3:lowdin_charge:R:1
C 1.53 0.90 -0.50 -0.170
N 1.02 -0.46 -0.60 -0.113
C -0.22 -0.46 1.52 -0.101
C -0.28 -0.68 0.02 -0.433
C -1.53 0.00 -0.66 -0.545
O -2.59 -0.80 -0.68 -0.357
H 2.21 1.04 0.34 0.058
H 0.72 1.64 -0.39 0.071
H 2.06 1.16 -1.41 0.060
H 0.97 -0.72 -1.58 0.082
H 0.58 -1.07 1.95 0.059
H 0.06 0.58 1.75 0.057
H -1.15 -0.71 2.02 0.070
H -0.53 -1.74 -0.10 0.114
H -1.74 0.93 -0.05 0.074
H -1.11 0.40 -1.63 0.073
```

The calculation puts the orbital gap at 6.17 eV. As for the total charge: -1.


6.
A gas-phase ion, C4H10NO (charge -1) at a distorted geometry, computed with ωB97M-V/def2-TZVPD.

Structure (XYZ):
```
16
Properties=species:S:1:pos:R:3:lowdin_charge:R:1
C -0.52 0.98 1.91 -0.147
N -0.21 0.13 0.80 -0.282
C -1.41 -0.09 0.05 -0.172
C 0.98 0.34 0.00 -0.289
C 1.11 -0.76 -1.04 -0.562
O 0.20 -0.76 -2.03 -0.361
H -0.25 0.48 2.89 0.081
H 0.06 1.96 2.01 0.086
H -1.51 1.22 1.97 0.009
H -1.51 -1.09 -0.51 0.089
H -2.32 -0.02 0.77 0.069
H -1.66 0.74 -0.76 0.103
H 1.79 0.32 0.77 0.107
H 1.13 1.28 -0.51 0.090
H 2.23 -0.92 -1.43 0.089
H 0.98 -1.59 -0.16 0.092
```

The calculation puts the orbital gap at 6.25 eV. As for the total charge: -1.


7.
A gas-phase ion, C4H10NO (charge -2) at a distorted geometry, computed with ωB97M-V/def2-TZVPD.

Structure (XYZ):
```
16
Properties=species:S:1:pos:R:3:lowdin_spin:R:1
C 1.23 -0.84 0.83 0.264
C 0.62 0.31 0.01 0.038
C -0.77 -0.06 -0.49 0.081
C -1.96 0.42 0.46 0.005
O -1.76 0.35 1.78 0.013
N 1.53 0.64 -1.11 0.097
H 0.45 -1.24 1.47 0.018
H 2.13 -0.52 1.37 0.074
H 1.52 -1.63 0.13 0.110
H 0.51 1.20 0.64 0.005
H -0.91 -1.13 -0.67 0.033
H -0.96 0.47 -1.43 0.024
H -2.83 -0.18 0.06 0.002
H -2.18 1.47 0.11 0.000
H 1.03 0.67 -1.99 0.091
H 2.36 0.06 -1.17 0.146
```

The calculation puts the orbital gap (alpha / beta) at 2.93 / 6.79 eV. As for the total charge: -2. As for the expectation value of S²: 0.751. The spin multiplicity is 2.


8.
A molecular structure, C4H10NO at a distorted geometry, computed with ωB97M-V/def2-TZVPD.

Structure (XYZ):
```
16
Properties=species:S:1:pos:R:3:lowdin_spin:R:1
C 4.21 -0.86 0.30 0.116
O 5.42 -0.32 0.23 0.779
C 3.02 0.09 0.10 0.007
C -4.15 1.21 -0.70 0.000
C -3.62 0.53 0.34 0.000
N -2.87 -0.82 0.27 0.000
H 4.22 -1.57 -0.57 0.073
H 4.06 -1.53 1.17 0.023
H -4.83 2.02 -0.49 0.000
H 2.07 -0.14 0.58 0.001
H 2.75 0.37 -0.92 0.000
H -4.09 0.70 -1.65 0.000
H -3.34 0.85 1.34 0.000
H -2.63 -0.09 -0.44 0.000
H -3.56 -1.48 -0.11 0.000
H 3.35 1.03 0.55 0.000
```

The calculation puts the orbital gap (alpha / beta) at 10.69 / 8.49 eV. As for the total charge: 0. As for the expectation value of S²: 0.754. The spin multiplicity is 2.


What did we get for electronic energy? Answer: -10266.842 -12311.248 -12315.169 -14365.721 -7846.839 -7845.427 -7842.501 -7842.098 eV, in the order shown.